19
Properties=species:S:1:pos:R:3:lowdin_spin:R:1 method="wB97M-V/def2-TZVPD" multiplicity=2 lumo_energy_ev="0.3 / 0.2" s_squared=0.7533
C -1.285 0.810 0.809 0.05
C -0.483 1.191 -0.442 0.06
C 0.534 0.140 -0.711 0.28
C 1.859 0.276 -0.265 0.31
C -0.170 -2.218 -1.162 0.03
C 0.144 -1.005 -1.589 0.04
N -0.237 0.396 1.807 0.02
H -1.917 -0.072 0.669 0.00
H -1.815 1.688 1.214 0.02
H 0.049 2.130 -0.226 0.02
H -1.159 1.298 -1.320 0.02
H 2.198 1.131 0.314 0.04
H 2.618 -0.432 -0.536 0.04
H -0.083 -2.532 -0.111 0.00
H -0.447 -3.032 -1.810 0.00
H 0.068 -0.695 -2.635 0.01
H 0.015 1.217 2.370 0.02
H 0.633 0.124 1.261 0.03
H -0.522 -0.414 2.365 0.01

---

19
Properties=species:S:1:pos:R:3:nbo_charge:R:1 method="wB97M-V/def2-TZVPD" multiplicity=1 lumo_energy_ev=-4.9 total_charge=+1
C 2.139 0.126 0.227 -0.06
C 2.380 0.407 -0.998 0.12
C -1.314 -0.395 -1.148 -0.62
C -0.798 -0.913 1.242 -0.61
C -0.357 1.432 0.308 -0.64
C -0.403 -0.078 -0.001 0.10
N 0.941 -0.578 -0.280 -0.43
H 2.317 0.268 1.294 0.27
H 2.652 0.825 -2.029 0.33
H -2.287 -0.685 -0.650 0.23
H -1.505 0.475 -1.683 0.23
H -1.139 -1.183 -1.726 0.23
H -0.818 -2.061 1.056 0.23
H -1.837 -0.778 1.600 0.26
H 0.001 -0.660 1.871 0.20
H -0.024 2.078 -0.551 0.24
H -1.371 1.695 0.800 0.27
H 0.352 1.634 1.092 0.21
H 1.071 -1.609 -0.425 0.44

---

19
Properties=species:S:1:pos:R:3:nbo_charge:R:1 method="wB97M-V/def2-TZVPD" multiplicity=1 lumo_energy_ev="-4.9 / -4.9" total_charge=+1
C -2.148 1.300 1.609 -0.46
C -0.830 -0.761 1.736 0.44
C 0.834 0.128 0.467 -0.58
C 0.677 0.722 -2.010 -0.68
C 1.448 -1.653 -1.105 -0.67
C 1.007 -0.231 -0.867 0.23
N -1.664 0.047 1.909 -0.22
H -1.922 2.003 2.359 0.27
H -1.912 1.588 0.582 0.25
H -0.394 -1.704 1.869 0.27
H 0.624 1.137 0.815 0.22
H 1.323 -0.379 1.264 0.22
H -3.212 1.070 1.640 0.26
H 1.577 1.095 -2.563 0.27
H 0.267 0.226 -2.804 0.24
H 0.013 1.547 -1.693 0.23
H 0.582 -2.275 -1.397 0.25
H 2.244 -1.865 -1.782 0.26
H 1.486 -1.994 -0.028 0.21

---

19
Properties=species:S:1:pos:R:3:nbo_charge:R:1 method="wB97M-V/def2-TZVPD" multiplicity=1 lumo_energy_ev=-3.3 total_charge=+1
C 2.005 -0.482 0.388 -0.24
C 1.602 0.371 -0.602 -0.15
C 0.874 -1.167 1.117 -0.27
C -0.394 0.320 -0.248 0.22
C -1.173 0.287 -1.495 -0.68
C -0.891 1.475 0.646 -0.64
N -0.317 -1.021 0.319 -0.54
H 2.976 -0.968 0.636 0.26
H 2.235 1.038 -1.250 0.26
H 1.171 -2.148 1.295 0.24
H 0.771 -0.703 2.046 0.24
H -2.235 0.265 -1.336 0.23
H -0.996 -0.680 -2.095 0.21
H -1.018 1.206 -2.127 0.27
H -0.806 2.322 -0.012 0.25
H -0.205 1.554 1.458 0.23
H -1.888 1.221 0.922 0.22
H -0.508 -1.693 -0.489 0.46
H -1.203 -1.195 0.830 0.44

---

19
Properties=species:S:1:pos:R:3:nbo_charge:R:1 method="wB97M-V/def2-TZVPD" multiplicity=1 lumo_energy_ev=-3.9 total_charge=+1
C -0.585 -1.010 0.222 0.09
C -1.406 -1.751 0.921 -0.29
C 0.486 -0.148 0.275 0.18
C 2.065 -0.684 -0.904 -0.50
C 0.906 0.933 1.169 -0.69
C -1.574 1.134 -0.722 -0.40
N -0.611 0.058 -0.762 -0.38
H -2.413 -1.815 0.677 0.23
H -1.187 -2.051 1.841 0.23
H 1.682 -1.010 -1.818 0.19
H 2.505 -1.419 -0.217 0.23
H 2.658 0.300 -0.983 0.23
H 0.327 1.027 2.147 0.25
H 0.900 1.811 0.647 0.24
H 1.959 0.811 1.538 0.27
H -2.549 0.822 -1.100 0.24
H -1.605 1.393 0.260 0.22
H -1.148 1.814 -1.452 0.23
H -0.409 -0.216 -1.738 0.43

---

19
Properties=species:S:1:pos:R:3:nbo_charge:R:1 method="wB97M-V/def2-TZVPD" smiles="CC1=C([C@@H](C)[NH3+])C1" multiplicity=1 lumo_energy_ev=-3.5 total_charge=+1
C 0.417 -0.761 1.595 0.11
C 0.266 -0.029 0.543 -0.07
C -0.208 0.730 1.675 -0.41
C 0.891 -2.006 2.214 -0.68
C -1.382 0.028 -1.641 -0.69
C 0.063 0.089 -1.307 -0.04
N 0.582 1.446 -1.688 -0.66
H -1.204 1.040 1.774 0.20
H 0.486 1.390 2.093 0.18
H 1.964 -1.781 2.326 0.26
H 0.603 -2.906 1.589 0.25
H 0.378 -2.205 3.297 0.26
H -1.848 -0.974 -1.376 0.28
H -2.061 0.856 -1.188 0.24
H -1.619 0.208 -2.744 0.24
H 0.689 -0.604 -1.811 0.23
H 0.701 1.663 -2.689 0.44
H 1.386 1.697 -1.211 0.44
H -0.102 2.118 -1.450 0.43

---

19
Properties=species:S:1:pos:R:3:nbo_charge:R:1 method="wB97M-V/def2-TZVPD" multiplicity=1 lumo_energy_ev=-3.8 total_charge=+1
C -0.550 0.285 1.046 0.13
C 0.637 0.907 -0.930 -0.05
C 0.489 -0.516 -0.513 0.19
C -1.581 -0.509 1.702 -0.70
C 1.612 1.839 -0.278 -0.62
C 0.349 -1.771 -1.163 -0.71
N -0.681 0.482 -0.335 -0.43
H -0.005 0.915 1.597 0.21
H 0.537 0.813 -2.052 0.24
H -2.222 -1.098 1.018 0.25
H -1.957 0.257 2.450 0.27
H -1.071 -1.325 2.257 0.27
H 1.602 1.690 0.806 0.23
H 1.291 2.801 -0.496 0.24
H 2.594 1.693 -0.744 0.26
H -0.036 -2.514 -0.478 0.26
H 1.415 -2.062 -1.489 0.28
H -0.258 -1.741 -2.021 0.23
H -1.449 0.431 -0.952 0.44

---

20
Properties=species:S:1:pos:R:3:nbo_charge:R:1 method="wB97M-V/def2-TZVPD" smiles=Cc1c[nH]cn1.CC multiplicity=1 lumo_energy_ev=0.9
C -1.223 1.022 -1.872 -0.64
C -1.611 -0.618 1.249 0.17
C -1.346 0.019 -0.778 0.10
C -1.229 -1.337 -0.797 -0.14
N -1.590 0.452 0.506 -0.46
N -1.348 -1.731 0.524 -0.52
H -1.670 -0.689 2.325 0.19
H -1.558 -2.661 0.845 0.41
H -0.848 -2.054 -1.502 0.21
H -1.679 0.639 -2.790 0.22
H -0.155 1.031 -2.151 0.22
H -1.473 2.061 -1.698 0.24
C 3.298 1.445 0.101 -0.61
C 3.425 0.323 1.116 -0.61
H 3.561 2.367 0.608 0.20
H 3.771 1.251 -0.851 0.21
H 2.253 1.594 -0.125 0.20
H 4.453 0.004 1.315 0.20
H 2.911 0.511 2.055 0.21
H 3.060 -0.615 0.706 0.20

---

Relative energy (zero: lowest compared OMol25 entry of this formula, charge and spin) for the records above, in order: 55.90, 106.90, 86.22, 63.99, 102.49, 100.90, 100.98, 9.61 kcal/mol